The following is a DFT calculation (ωB97M-V with the def2-TZVPD basis set) of a cluster of 12 separate species, C39H102O12 in total in a non-equilibrium geometry.

The geometry in XYZ format:
```
153
Properties=species:S:1:pos:R:3:forces:R:3:lowdin_charge:R:1
C 0.61259 3.22110 -1.51460 -1.1 0.5 -0.9 -0.0487
C 1.54390 2.27394 -2.22035 -0.3 -1.1 -0.1 -0.4864
C 2.42558 2.95918 -3.24814 -1.1 0.6 -0.5 -0.0395
O 2.33324 1.62375 -1.24409 0.3 -0.1 -0.3 -0.0977
H 1.13435 4.09812 -1.14995 0.4 0.1 0.2 0.0597
H 0.03634 2.75661 -0.70508 0.2 0.0 -0.2 0.0742
H -0.08632 3.60670 -2.27039 -0.2 0.0 0.3 0.0899
H 0.91633 1.47983 -2.72342 0.7 0.7 0.4 0.1231
H 2.86886 3.86211 -2.83818 0.2 0.1 0.3 0.0708
H 1.79214 3.31834 -4.08857 0.5 -0.4 0.2 0.0921
H 3.21158 2.30618 -3.59844 0.1 -0.2 -0.2 0.0715
H 2.49696 2.31451 -0.57953 0.2 -0.2 0.4 0.0321
C -2.52608 -3.89693 -2.95191 -0.4 0.6 -0.6 -0.0471
C -2.51524 -4.51653 -4.33396 0.2 -1.2 -1.4 -0.4432
C -1.54173 -3.82890 -5.32543 -0.6 -0.4 0.6 -0.0506
O -2.25176 -5.96203 -4.18461 0.3 1.4 1.1 -0.0643
H -2.79112 -2.82936 -3.06955 -0.1 -0.4 0.1 0.0746
H -1.53399 -3.88163 -2.51706 0.2 -0.4 0.2 0.0686
H -3.25102 -4.38648 -2.29576 0.2 0.1 -0.1 0.0771
H -3.47300 -4.45544 -4.86794 -0.3 0.2 0.6 0.1280
H -1.89855 -2.81185 -5.54784 0.4 -0.1 0.4 0.0594
H -1.58447 -4.34381 -6.27338 0.0 -0.3 -0.3 0.0667
H -0.52253 -3.89149 -4.95650 0.2 0.4 0.0 0.0810
H -2.28854 -6.45281 -4.99952 -0.1 0.2 -0.7 0.0675
C 2.43892 -2.61613 1.18583 0.9 0.5 0.5 -0.0522
C 3.35044 -3.74963 0.74052 -0.4 -0.2 0.5 -0.5061
C 2.48084 -4.84862 0.24145 -0.2 -1.8 -0.1 -0.0639
O 4.11887 -3.27751 -0.34236 0.5 0.6 -0.5 -0.0553
H 1.79193 -2.26696 0.37093 0.5 0.0 0.0 0.0778
H 3.11994 -1.81757 1.55326 -0.7 0.0 -0.2 0.0945
H 1.75102 -2.86896 1.98106 0.1 -0.3 0.4 0.0654
H 4.06040 -4.10340 1.52979 -0.7 0.3 -0.3 0.1429
H 3.04265 -5.71428 -0.18577 -0.3 0.8 0.0 0.0951
H 1.77603 -4.43163 -0.48620 0.2 -0.3 -0.1 0.0775
H 1.89667 -5.27907 1.06191 0.0 0.1 0.0 0.0804
H 3.98792 -2.32419 -0.31360 0.4 0.1 -0.4 0.0586
C 4.77349 1.78723 0.84097 0.0 -0.1 1.2 -0.0401
C 4.34307 3.26306 0.87615 0.4 -0.6 -0.1 -0.4557
C 4.93517 3.98229 -0.32368 -0.5 0.0 0.1 -0.0394
O 2.92244 3.28119 0.81238 -0.4 -0.1 0.1 -0.0893
H 4.44650 1.32277 -0.06533 -0.2 -0.2 -0.7 0.0375
H 4.26567 1.23096 1.66094 0.5 0.4 -0.3 0.0888
H 5.86899 1.64271 0.91918 -0.6 0.3 0.1 0.0953
H 4.63541 3.68555 1.83607 0.2 0.3 0.0 0.1376
H 4.56195 5.00482 -0.45174 0.1 -0.1 0.3 0.0839
H 4.60295 3.41810 -1.20217 0.4 0.1 0.0 0.0701
H 6.01375 3.98339 -0.21662 0.2 0.1 -0.3 0.0817
H 2.57474 4.15232 1.06440 0.0 0.1 0.0 0.0661
C -0.83238 -3.98065 4.78366 -0.1 -0.1 -0.8 -0.0350
C -0.99642 -3.37597 3.37830 0.9 0.1 -0.1 -0.4620
C -2.39783 -2.98723 2.94891 -1.0 0.3 -0.2 -0.0528
O -0.15592 -2.21439 3.42210 0.1 0.2 0.4 -0.0862
H 0.21611 -4.17709 5.00589 0.0 0.0 -0.2 0.0612
H -1.38046 -4.91594 4.87134 -0.2 0.0 0.1 0.0762
H -1.14533 -3.25924 5.52790 -0.4 0.1 0.1 0.0707
H -0.56870 -4.02786 2.58888 -0.2 -0.2 0.5 0.1355
H -3.07681 -3.83345 2.70372 0.5 0.3 0.4 0.0878
H -2.37734 -2.37245 2.03674 0.3 -0.3 0.1 0.0514
H -2.89701 -2.33015 3.68331 0.2 -0.4 0.0 0.0878
H 0.05122 -1.90733 2.53538 -0.4 0.0 -0.3 0.0240
C 3.44679 -1.74760 -3.73720 -0.6 0.9 -0.7 -0.0555
C 4.80789 -1.03555 -3.82137 -0.6 -1.4 0.7 -0.4603
C 5.05813 -0.25166 -2.54720 2.2 -0.5 0.2 -0.0613
O 5.83030 -2.02237 -4.06451 0.0 1.0 -0.6 -0.0521
H 2.71394 -0.93805 -3.62655 -0.2 -0.1 -0.1 0.0623
H 3.25949 -2.41915 -2.90017 0.6 -0.1 0.1 0.0671
H 3.20330 -2.26459 -4.68148 0.3 0.1 0.4 0.0851
H 4.75302 -0.36650 -4.67480 0.4 -0.1 -0.3 0.1312
H 5.38117 -0.95882 -1.78468 -0.3 -0.5 0.3 0.0682
H 4.20333 0.24025 -2.14713 -0.6 0.8 0.0 0.0368
H 5.98544 0.37138 -2.57460 -1.0 0.1 -0.4 0.0991
H 5.95948 -2.53903 -3.26946 -0.1 -0.1 0.3 0.0780
C -1.36264 0.21036 -4.55445 0.4 -0.3 0.5 -0.0543
C -2.81508 0.67459 -4.39804 -0.1 -0.6 -0.9 -0.4604
C -3.71772 0.06682 -5.50984 1.2 0.1 -0.4 -0.0484
O -3.20200 0.27475 -3.08094 0.0 -0.2 0.0 -0.0744
H -0.77380 0.65870 -3.72781 -0.2 -0.2 -0.5 0.0584
H -0.84441 0.43732 -5.51665 -0.7 0.0 0.6 0.1006
H -1.34557 -0.88903 -4.37109 0.0 0.8 -0.5 0.0529
H -2.86318 1.77001 -4.44271 -0.1 -0.1 -0.2 0.1297
H -3.40921 0.50802 -6.48975 -0.1 -0.5 0.7 0.0929
H -4.74588 0.32892 -5.40060 -0.9 0.3 0.3 0.0565
H -3.68285 -1.04366 -5.58325 0.3 0.7 0.2 0.0787
H -4.14487 0.07711 -3.04713 0.1 0.1 -0.1 0.0801
C -0.57024 7.02030 1.62815 -0.6 -0.6 1.7 -0.0594
C 0.32775 5.89325 2.10758 -0.9 -0.9 -1.0 -0.4343
C -0.46115 4.57639 2.15166 0.0 -0.6 0.2 -0.0541
O 1.41049 5.73031 1.14235 -0.4 -0.1 -0.2 -0.0902
H -0.00105 7.92065 1.59877 0.2 0.8 -0.2 0.0721
H -1.45159 7.12279 2.30761 0.7 0.1 -0.3 0.0980
H -0.97525 6.75889 0.67777 -0.2 0.0 -1.0 0.0597
H 0.74207 6.10632 3.09885 0.3 0.0 -0.4 0.1444
H -0.98881 4.37521 1.20116 0.6 0.1 0.0 0.0628
H -1.29870 4.56183 2.86176 0.4 0.3 0.3 0.0846
H 0.21912 3.73367 2.40504 -0.5 0.4 -0.3 0.0836
H 1.00532 5.51511 0.26271 0.3 0.4 1.2 0.0891
C -3.34561 3.96825 -0.96506 0.7 -0.2 -0.7 -0.0629
C -3.91705 4.13713 0.41059 -0.3 0.0 0.3 -0.4948
C -4.23301 5.62980 0.73395 -0.5 -1.0 -0.2 -0.0255
O -5.06229 3.30275 0.41088 -0.7 0.0 0.0 -0.0544
H -2.49594 4.63095 -1.08849 0.3 0.1 -0.1 0.0672
H -4.07301 4.22087 -1.73299 -0.2 0.2 0.1 0.0860
H -3.01269 2.94027 -1.20988 -0.2 0.4 0.5 0.0827
H -3.22312 3.68463 1.13416 0.1 0.5 0.1 0.1062
H -3.31900 6.15274 0.96185 0.4 0.3 -0.1 0.0419
H -4.89042 5.77481 1.60460 0.2 -0.4 -0.1 0.0814
H -4.74563 6.08011 -0.12676 0.3 0.0 0.2 0.0879
H -5.64855 3.56678 1.12045 -0.1 0.0 0.2 0.0880
C 3.28694 -3.19453 4.86788 1.0 -0.2 -0.8 -0.0703
C 2.96748 -1.74773 5.16769 -1.4 0.1 -1.5 -0.2860
O 1.92365 -1.76592 6.10174 0.0 0.5 0.4 -0.1722
C 1.35711 -0.50820 6.39420 0.4 1.0 0.0 -0.2908
C 0.45225 -0.75152 7.57558 -0.5 -0.1 -1.0 -0.0714
H 2.45665 -3.79771 4.48103 -0.2 0.6 0.3 0.0659
H 4.01946 -3.23044 4.04403 0.1 0.0 0.4 0.0697
H 3.69332 -3.70043 5.73895 0.1 -0.1 0.1 0.0741
H 3.80409 -1.10837 5.49133 0.1 -0.4 0.1 0.1223
H 2.56048 -1.28702 4.22124 0.4 -0.2 0.6 0.1056
H 2.12048 0.23788 6.74085 0.0 -0.6 -0.4 0.1217
H 0.87372 -0.03739 5.49294 0.2 -0.6 0.6 0.1243
H 0.13085 0.12852 8.07698 -0.2 1.0 0.2 0.0600
H 1.03504 -1.31233 8.27079 0.1 -0.7 0.6 0.0719
H -0.44225 -1.27317 7.24542 0.0 -0.4 0.2 0.0712
C -5.40129 -3.38309 -0.28775 -1.1 -0.3 -0.4 -0.0720
C -5.19720 -1.90646 -0.56536 -0.5 -0.4 -0.2 -0.3108
O -4.51634 -1.36793 0.51260 1.0 0.4 0.6 -0.1698
C -4.29007 0.03273 0.41689 -1.1 -0.1 0.2 -0.2627
C -3.49853 0.45022 1.63076 0.1 -0.4 -0.7 -0.0424
H -4.44243 -3.79007 -0.03885 0.5 -0.4 0.5 0.0544
H -6.14012 -3.56598 0.52515 0.6 0.1 -0.5 0.0880
H -5.73316 -3.94526 -1.18975 0.0 0.5 0.5 0.0824
H -4.59909 -1.81788 -1.48388 -0.1 0.3 -0.1 0.1014
H -6.14962 -1.36641 -0.63948 -0.1 -0.1 -0.5 0.1206
H -3.74166 0.30349 -0.49150 0.1 -0.2 -0.1 0.0945
H -5.29206 0.52712 0.33874 0.7 -0.1 0.2 0.1236
H -2.52781 -0.04863 1.58660 0.0 0.0 0.3 0.0661
H -4.00471 0.25613 2.55979 -0.2 -0.4 0.3 0.0817
H -3.35444 1.50017 1.57540 0.3 1.1 0.0 0.0396
C 0.86627 0.44200 2.04213 0.5 0.0 0.7 -0.0608
C 0.34323 0.14886 0.65886 0.4 0.7 -0.1 -0.2790
O -0.24929 -1.12650 0.52873 -0.5 0.1 -0.4 -0.1886
C -0.89770 -1.25617 -0.74955 -0.5 -0.7 0.5 -0.2359
C 0.02407 -1.57954 -1.90492 0.5 0.7 -0.3 -0.0666
H 1.72222 -0.16022 2.35898 -0.1 -0.4 -0.4 0.0484
H 1.31971 1.43713 2.03139 -0.4 0.2 0.0 0.0635
H 0.15354 0.33474 2.85985 -0.3 0.3 -0.2 0.0738
H -0.39082 0.93220 0.35630 0.2 -0.4 0.2 0.1132
H 1.20451 0.26346 -0.00082 -0.2 -0.1 -0.3 0.0935
H -1.67639 -2.02500 -0.61200 0.3 0.1 0.0 0.1196
H -1.45118 -0.34084 -1.00546 0.2 0.1 0.2 0.1048
H 0.75985 -0.74703 -2.00380 0.0 -0.8 0.2 0.0724
H -0.56840 -1.45038 -2.80423 -0.1 -0.4 0.0 0.0266
H 0.49649 -2.58628 -1.93005 -0.2 0.8 0.3 0.0852
```
Positions in Å, forces in eV/Å.

The relative energy (zero: lowest compared OMol25 entry of this formula, charge and spin) comes out at 0.0 kJ/mol. As for the SMILES: CC(C)O.CC(C)O.CC(C)O.CC(C)O.CC(C)O.CC(C)O.CC(C)O.CC(C)O.CC(C)O.CCOCC.CCOCC.CCOCC. Its frontier orbital gap is 0.3572 hartree. The calculated total energy is -66665.1260 eV.